# C6H14NO

A 2-piece molecular cluster, C6H14NO overall in a non-equilibrium geometry (wB97M-V/def2-TZVPD, OMol25).

Spin multiplicity ... 2
Kohn-Sham gap (alpha / beta) ... 0.3805 / 0.2834 Eh
Total charge ... 0
E_LUMO (alpha / beta) ... 0.92 / -1.72 eV
Total energy ... -9984.6711 eV
HOMO energy (alpha / beta) ... -9.43 / -9.43 eV
Relative energy (zero: lowest compared OMol25 entry of this formula, charge and spin) ... 0.0 kcal/mol

Last columns: bonded neighbours and bond lengths (Å).
Element x y z (Å)
1 C 0.64 0.48 -2.67  H2 1.128, H3 1.077, H9 1.105, C10 1.549
2 H 0.19 -0.10 -3.52  C1 1.128
3 H 0.79 1.50 -2.99  C1 1.077
4 H 2.83 -0.86 0.23  C17 1.102
5 H -3.18 0.97 3.63  N18 1.004
6 H 0.26 0.99 -0.59  C10 1.126
7 H 2.07 0.56 2.01  C21 1.118
8 H -2.42 2.46 3.58  N18 1.033
9 H 1.63 0.04 -2.44  C1 1.105
10 C -0.27 0.44 -1.42  C1 1.549, H6 1.126, H11 1.130, C15 1.538
11 H -1.26 0.96 -1.61  C10 1.130
12 H -1.15 -0.91 0.10  C15 1.141
13 H -1.75 1.12 2.92  N18 0.989
14 H -1.00 -1.61 -1.61  C15 1.111
15 C -0.51 -0.97 -0.84  C10 1.538, H12 1.141, H14 1.111, C19 1.543
16 H 1.30 -2.08 -1.21  C19 1.046
17 C 1.74 -0.69 0.32  H4 1.102, C19 1.519, C21 1.395
18 N -2.61 1.58 3.08  H5 1.004, H8 1.033, H13 0.989
19 C 0.80 -1.65 -0.40  C15 1.543, H16 1.046, C17 1.519, H22 1.098
20 O 0.07 0.23 1.75  C21 1.272
21 C 1.28 0.04 1.41  H7 1.118, C17 1.395, O20 1.272
22 H 0.55 -2.49 0.26  C19 1.098

# C6H14NO

A 2-piece molecular cluster, C6H14NO overall in a non-equilibrium geometry (wB97M-V/def2-TZVPD, OMol25).

Spin multiplicity ... 3
Kohn-Sham gap (alpha / beta) ... 0.2441 / 0.3703 Eh
Total charge ... +1
E_LUMO (alpha / beta) ... -2.54 / -5.95 eV
Total energy ... -9974.2809 eV
HOMO energy (alpha / beta) ... -9.18 / -16.03 eV
Relative energy (zero: lowest compared OMol25 entry of this formula, charge and spin) ... 15.7 kcal/mol

Last columns: bonded neighbours and bond lengths (Å).
Element x y z (Å)
1 H 1.89 0.60 -2.21  C5 1.108
2 H 1.40 1.06 1.47  C14 1.094
3 H -0.31 0.66 -0.31  N11 1.073
4 H -3.84 -1.22 1.86  C16 1.052
5 C 0.93 1.09 -1.95  H1 1.108, N11 1.548, H15 1.099, H20 1.110
6 H 1.99 -1.32 -0.60  C9 1.098
7 H 0.36 -1.39 -1.22  C9 1.038
8 H -0.52 -1.63 0.90  C18 1.148
9 C 0.97 -0.92 -0.52  H6 1.098, H7 1.038, N11 1.458, C18 1.536
10 O -1.88 0.65 0.55  C12 1.142
11 N 0.73 0.52 -0.53  H3 1.073, C5 1.548, C9 1.458, C14 1.540
12 C -2.84 0.11 0.86  O10 1.142, C16 1.245
13 H -4.86 0.04 1.01  C16 1.071
14 C 1.65 1.29 0.43  H2 1.094, N11 1.540, H17 1.155, H19 1.025
15 H 0.23 0.65 -2.67  C5 1.099
16 C -3.92 -0.43 1.17  H4 1.052, C12 1.245, H13 1.071
17 H 2.76 0.98 0.32  C14 1.155
18 C 0.63 -1.61 0.81  H8 1.148, C9 1.536, H21 1.126, H22 1.116
19 H 1.52 2.29 0.27  C14 1.025
20 H 0.93 2.21 -1.97  C5 1.110
21 H 1.05 -2.65 0.71  C18 1.126
22 H 1.13 -0.99 1.60  C18 1.116